## 1
This record from the OMol25 dataset describes a 3-piece molecular cluster, C4H9NO3 overall. The level of theory is ωB97M-V/def2-TZVPD.

```
! wB97M-V def2-TZVPD RIJCOSX def2/J DEFGRID3
* xyz 0 1
O -1.251 2.100 0.362
C 2.241 0.135 0.352
C 0.909 0.169 0.700
C -0.097 -0.854 0.290
C 0.096 -0.988 -1.258
N -0.948 -0.691 -1.993
O 1.285 -1.432 -1.553
H 3.100 0.509 0.913
H 0.447 1.102 1.264
H 2.319 -0.324 -0.680
H -1.047 -0.653 0.714
H 0.338 -1.856 0.647
H -1.421 1.576 1.225
H -0.947 -1.082 -2.953
H -1.003 3.008 0.598
H -1.816 0.778 3.184
O -1.563 0.708 2.258
*
```

The value obtained for the HOMO energy is -8.844 eV.

***

## 2
This record from the OMol25 dataset describes one molecule with the formula C4H9NO3. The level of theory is ωB97M-V/def2-TZVPD.

```
! wB97M-V def2-TZVPD RIJCOSX def2/J DEFGRID3
* xyz 0 1
C 0.212 0.164 1.034
C 0.512 0.046 -0.455
C -2.057 0.221 -0.958
C -0.749 -0.501 -1.182
N 1.707 -0.733 -0.673
O 1.567 1.046 1.732
O 0.433 -0.859 1.803
O -0.655 -1.445 -1.928
H 1.500 -0.048 2.124
H 1.267 1.670 2.409
H -0.623 0.843 1.264
H 0.647 1.066 -0.840
H 1.704 -1.103 -1.617
H 1.689 -1.534 -0.049
H -2.752 -0.022 -1.759
H -2.485 -0.113 -0.008
H -1.918 1.302 -0.898
*
```

The value obtained for the HOMO energy is -9.416 eV.

***

Most stable structure: 2

***

## 1
This record from the OMol25 dataset describes a 3-piece molecular cluster, C4H9NO3 overall. The level of theory is ωB97M-V/def2-TZVPD.

```
! wB97M-V def2-TZVPD RIJCOSX def2/J DEFGRID3
* xyz 0 1
O 0.930 -2.216 -0.410
C 0.517 1.589 -1.504
C 0.563 0.645 -0.490
C -0.560 0.391 0.483
C -1.872 1.066 0.106
N -2.894 0.284 -0.214
O -1.831 2.328 0.086
H 1.353 1.715 -2.286
H 1.457 0.051 -0.346
H -0.307 2.221 -1.619
H -0.738 -0.725 0.605
H -0.236 0.742 1.498
H 1.275 -3.091 -0.532
H -2.780 -0.623 0.341
H 2.140 -1.469 2.191
H 1.345 -1.869 0.544
O 1.638 -1.040 1.547
*
```

The value obtained for the HOMO energy is -9.242 eV.

***

## 2
This record from the OMol25 dataset describes a 2-piece molecular cluster, C4H9NO3 overall. The level of theory is ωB97M-V/def2-TZVPD.

```
! wB97M-V def2-TZVPD RIJCOSX def2/J DEFGRID3
* xyz 0 1
C 1.249 0.494 -1.748
C 1.808 0.795 -0.371
H 2.772 1.306 -0.450
H 1.971 -0.063 -2.353
H 1.026 1.420 -2.288
H -0.993 0.442 1.016
H 1.950 -0.122 0.210
H 1.127 1.441 0.193
C -0.015 -0.305 -1.629
C -1.270 -0.408 1.658
N -2.155 -0.058 2.627
O 0.221 -1.624 -1.509
O -1.144 0.154 -1.545
O -0.833 -1.538 1.510
H -0.630 -2.014 -1.214
H -2.581 0.858 2.648
H -2.502 -0.777 3.246
*
```

The value obtained for the HOMO energy is -10.109 eV. Its structure (SMILES) is CCC(=O)O.NC=O.

***

## 3
This record from the OMol25 dataset describes a 2-piece molecular cluster, C4H9NO3 overall. The level of theory is ωB97M-V/def2-TZVPD.

```
! wB97M-V def2-TZVPD RIJCOSX def2/J DEFGRID3
* xyz 0 1
O -1.069 1.183 2.599
C -1.130 0.228 1.844
N -0.241 0.165 0.811
C -0.354 -0.749 -0.281
C 1.027 -1.337 -0.606
C 0.957 -2.186 -1.881
O 1.368 -1.746 -2.918
H -1.895 -0.565 1.965
H 0.383 0.952 0.774
H -0.606 -0.176 -1.222
H -1.213 -1.410 -0.246
H 1.338 -1.963 0.254
H 1.808 -0.596 -0.612
H 0.452 -3.160 -1.751
H 0.334 4.316 0.297
H -0.713 3.276 0.875
O -0.445 3.769 0.097
*
```

The value obtained for the HOMO energy is -9.848 eV. Its structure (SMILES) is O=CCCNC=O.O.

***

Most stable structure: 2

***

## 1
This record from the OMol25 dataset describes one molecule with the formula C4H9NO3. The level of theory is ωB97M-V/def2-TZVPD.

```
! wB97M-V def2-TZVPD RIJCOSX def2/J DEFGRID3
* xyz 0 1
C -0.560 1.478 0.462
C -0.435 -0.613 0.123
C 0.562 -1.770 0.160
C 0.672 0.766 -0.024
N -1.322 -0.785 -1.022
O 0.874 1.040 -1.387
O -0.639 1.773 1.741
O 1.612 1.055 0.805
H 1.812 1.269 -1.470
H 0.177 1.369 2.138
H -1.108 2.145 -0.205
H -1.056 -0.758 1.016
H -0.834 -0.571 -1.884
H -2.164 -0.226 -0.951
H 0.033 -2.720 0.219
H 1.163 -1.770 -0.750
H 1.211 -1.681 1.031
*
```

The value obtained for the HOMO energy (alpha / beta) is -7.904 / -7.904 eV.

***

## 2
This record from the OMol25 dataset describes one molecule with the formula C4H9NO3. The level of theory is ωB97M-V/def2-TZVPD.

```
! wB97M-V def2-TZVPD RIJCOSX def2/J DEFGRID3
* xyz 0 1
C 0.986 0.454 -0.421
C 0.810 -0.549 0.747
C -0.752 2.158 -0.418
C -0.100 -1.639 0.212
N -1.242 -1.857 0.888
O -0.375 0.857 -0.783
O 1.602 -0.123 -1.489
O 0.190 -2.270 -0.798
H 1.194 -1.055 -1.598
H 1.554 1.342 -0.108
H -1.885 -2.544 0.527
H -1.546 -1.252 1.631
H 0.382 -0.054 1.618
H 1.783 -0.977 0.986
H -1.689 2.372 -0.930
H -0.906 2.238 0.666
H -0.003 2.899 -0.730
*
```

The value obtained for the HOMO energy is -9.928 eV. Its structure (SMILES) is CO[C@H](O)CC(N)=O.

***

Most stable structure: 2

***

## 1
This record from the OMol25 dataset describes one molecule with the formula C4H9NO3. The level of theory is ωB97M-V/def2-TZVPD.

```
! wB97M-V def2-TZVPD RIJCOSX def2/J DEFGRID3
* xyz 0 1
C -0.191 0.939 -0.619
C 1.118 0.196 -0.806
C 1.468 -0.628 0.418
O 2.869 -0.890 0.475
N -1.322 0.007 -0.591
C -2.232 -0.067 0.406
O -2.169 0.999 1.233
O -3.030 -0.972 0.544
H -0.334 1.597 -1.469
H -0.133 1.485 0.306
H 1.104 -0.355 -1.748
H 1.909 0.947 -0.832
H 1.229 -0.043 1.312
H 0.942 -1.569 0.527
H 3.029 -1.790 0.184
H -1.249 -0.873 -1.083
H -3.006 1.018 1.743
*
```

The value obtained for the HOMO energy is -9.870 eV. Its structure (SMILES) is O=C(O)NCCCO.

***

## 2
This record from the OMol25 dataset describes C4H9NO3 as an isolated structure. The level of theory is ωB97M-V/def2-TZVPD.

```
! wB97M-V def2-TZVPD RIJCOSX def2/J DEFGRID3
* xyz 0 1
C 0.888 0.897 1.688
C -0.729 -0.400 0.923
O 0.802 2.026 1.093
H 0.845 1.811 0.013
H 0.518 0.875 2.708
H 1.671 0.188 1.432
H -0.611 -0.624 1.982
H -0.884 -1.384 0.488
H -1.589 0.251 0.793
C -0.948 -0.501 -1.831
C 0.169 0.006 -0.940
N 1.339 -0.976 -1.022
O 1.661 -1.574 -0.042
O 0.521 1.218 -1.098
H -1.167 -1.558 -1.679
H -1.843 0.089 -1.642
H -0.642 -0.345 -2.867
*
```

The value obtained for the HOMO energy is -8.864 eV.

***

## 3
This record from the OMol25 dataset describes C4H9NO3 as an isolated structure. The level of theory is ωB97M-V/def2-TZVPD.

```
! wB97M-V def2-TZVPD RIJCOSX def2/J DEFGRID3
* xyz 0 1
C 0.860 1.007 -0.762
C 0.195 -1.093 -1.135
C -1.367 -1.355 1.722
N 1.096 1.312 0.601
C -0.650 0.739 -0.817
O 1.313 -0.313 -1.294
O 1.438 1.881 -1.635
O -1.484 1.563 -0.581
H 1.573 1.354 -2.478
H 0.496 2.064 0.919
H 2.051 1.619 0.754
H -1.713 -0.535 1.078
H 0.164 -1.889 -1.874
H -0.170 -1.539 -0.221
H -1.941 -1.319 2.641
H -1.556 -2.280 1.191
H -0.307 -1.215 1.892
*
```

The value obtained for the HOMO energy is -8.769 eV.

***

Most stable structure: 1